Computed, not measured: C16H32O4S2 as an isolated structure, with ωB97M-V with the def2-TZVPD basis set.

The calculation puts the total energy at -1726.07865 Eh. The value obtained for the frontier orbital gap is 0.375 Eh.

Last column: Mulliken charge in e.
Geometry (Å):
1 C -1.7427 -1.7600 1.7824  -0.688
2 C -2.3141 -2.9417 0.9349  -0.450
3 C -1.2068 -3.9673 0.4368  -0.719
4 C -0.8908 -3.7240 -1.0791  -0.604
5 C 0.5508 -3.2177 -1.4340  -0.877
6 C 1.3507 -2.4982 -0.3044  -0.599
7 C 2.0733 -1.1606 -0.7728  -0.551
8 C 2.2363 -0.2658 0.4979  -0.867
9 C 2.6023 1.2288 0.2131  -0.255
10 C 2.6963 1.9738 1.6150  -0.978
11 C 1.6722 3.1358 1.7477  -0.866
12 C 0.1917 2.6499 1.9357  0.340
13 C -0.8363 3.5348 1.1315  -1.275
14 C -0.6930 3.3663 -0.4088  -0.940
15 C -0.8986 1.8826 -0.8479  1.020
16 O -2.0617 1.2147 -0.3076  -0.513
17 S -2.2415 -0.0541 -1.3716  0.943
18 O -1.0799 -0.9359 -1.1398  -0.250
19 O -3.5315 -0.7491 -1.2688  -0.605
20 O -1.8882 0.7118 -2.7920  -0.372
21 C -0.8190 1.6538 -2.4129  0.241
22 S -1.1787 3.1166 -3.4795  -0.239
23 H -1.5064 -2.0736 2.8246  0.409
24 H -2.5599 -1.0002 1.8753  0.303
25 H -0.8950 -1.2267 1.3075  -0.180
26 H -2.9172 -2.5636 0.0882  0.155
27 H -3.0003 -3.5173 1.5997  0.444
28 H -1.6997 -4.9659 0.5200  0.355
29 H -0.3273 -4.0029 1.1062  0.457
30 H -1.0256 -4.7046 -1.5992  0.503
31 H -1.6540 -3.0609 -1.5421  0.223
32 H 0.4403 -2.4934 -2.2778  0.096
33 H 1.1465 -4.0596 -1.8450  0.556
34 H 0.7807 -2.2303 0.6029  0.177
35 H 2.1701 -3.1868 0.0166  0.602
36 H 3.0823 -1.4676 -1.1371  0.446
37 H 1.5398 -0.6708 -1.6123  0.012
38 H 3.0510 -0.6996 1.1214  0.542
39 H 1.3309 -0.2599 1.1513  0.139
40 H 1.9089 1.7395 -0.4865  0.124
41 H 3.6093 1.2261 -0.2668  0.517
42 H 2.4521 1.2404 2.4175  0.419
43 H 3.7512 2.2787 1.7644  0.374
44 H 1.9302 3.7141 2.6683  0.401
45 H 1.7306 3.8786 0.9177  0.348
46 H -0.0858 2.7780 3.0032  0.437
47 H 0.0318 1.5778 1.6915  -0.424
48 H -1.8501 3.2508 1.4933  0.373
49 H -0.7028 4.6036 1.4197  0.383
50 H 0.2728 3.7689 -0.7784  0.352
51 H -1.5135 3.9477 -0.8908  0.676
52 H -0.0501 1.2927 -0.4420  -0.526
53 H 0.1023 1.1040 -2.6860  0.234
54 H -1.5341 2.5883 -4.7013  0.183

=====

Computed, not measured: C16H33Cl2LaP as an isolated structure, with ωB97M-V with the def2-TZVPD basis set.

As for the net charge: -1. The calculation puts the total energy at -1922.65616 Eh. The value obtained for the frontier orbital gap (alpha / beta) is 0.156 / 0.156 Eh.

Last column: Mulliken charge in e.
Geometry (Å):
1 La 0.4633 1.6736 -0.4663  0.783
2 Cl 0.1953 4.0523 -1.1871  -0.659
3 Cl 1.1194 2.7703 1.7429  -0.603
4 C 2.5499 1.1829 -0.6351  -1.220
5 H 2.8692 0.7192 -1.4495  0.021
6 H 3.0792 1.5297 0.1905  0.671
7 C -0.7255 1.1728 -2.5071  -0.597
8 C 0.4853 0.4760 -2.6345  -0.531
9 H -1.5085 0.7685 -1.8383  0.888
10 C 1.5006 0.8332 -3.6522  -0.619
11 H 0.5940 -0.4998 -2.1122  0.506
12 C 1.2697 2.2485 -4.2133  -0.667
13 H 2.5155 0.7236 -3.2863  0.306
14 H 1.3841 0.0996 -4.4658  0.357
15 C -0.1867 2.4224 -4.6349  -0.769
16 H 1.5161 2.9914 -3.4351  0.184
17 H 1.9441 2.4225 -5.0603  0.369
18 C -1.1513 2.2303 -3.4507  -0.715
19 H -0.3460 3.4030 -5.0924  0.375
20 H -0.4204 1.6700 -5.4043  0.294
21 H -1.2737 3.2036 -2.9204  0.285
22 H -2.1429 1.9521 -3.8052  0.378
23 C 1.0659 -3.2053 0.7714  -1.717
24 C -0.3330 -2.5589 0.8176  0.719
25 C -1.2907 -3.3977 1.6915  -1.578
26 P -0.2146 -0.7264 1.1100  0.312
27 C -2.0178 -0.1603 1.1463  0.797
28 C -2.7584 -0.5032 2.4393  -1.764
29 C -2.1003 1.3661 1.0205  -1.732
30 C 0.7642 -0.4572 2.7178  0.518
31 C 0.3610 -1.3604 3.8703  -1.634
32 C 2.2953 -0.5302 2.5103  -1.000
33 H 1.4975 -3.2821 1.7768  0.208
34 H 1.7219 -2.6469 0.1069  0.402
35 H 0.9687 -4.2296 0.3897  0.499
36 H -0.7423 -2.6328 -0.1991  0.433
37 H -1.0682 -3.3322 2.7706  0.188
38 H -2.3209 -3.1291 1.4857  0.334
39 H -1.1977 -4.4518 1.4069  0.486
40 H -2.5003 -0.6149 0.2481  0.373
41 H -2.3151 0.0392 3.2776  0.321
42 H -3.7998 -0.1833 2.3477  0.464
43 H -2.7828 -1.5675 2.7126  0.324
44 H -1.6347 1.7475 0.0805  0.255
45 H -3.1392 1.6788 0.9721  0.481
46 H -1.6128 1.8525 1.8706  0.399
47 H 0.5351 0.5785 3.0175  0.388
48 H 0.6600 -2.4001 3.6925  0.200
49 H 0.8882 -1.0281 4.7763  0.500
50 H -0.7099 -1.3035 4.0795  0.276
51 H 2.6234 0.1891 1.7515  -0.129
52 H 2.7894 -0.2676 3.4483  0.472
53 H 2.6371 -1.5282 2.2103  0.166

=====

Computed, not measured: C16H33KN3OSiV as an isolated structure, with ωB97M-V with the def2-TZVPD basis set.

As for the net charge: +2. The calculation puts the total energy at -2701.82265 Eh. The energy above the lowest of the compared OMol25 structures with the same formula, charge and spin is 0.00 kJ/mol. The value obtained for the frontier orbital gap (alpha / beta) is 0.233 / 0.233 Eh.

Last column: Mulliken charge in e.
Geometry (Å):
1 N -1.3419 -1.3453 -1.3206  -0.325
2 C -2.0574 -2.1584 -0.7544  0.672
3 O -2.7443 -2.9631 -0.2059  -0.441
4 K -1.0732 -0.1783 -3.9291  0.996
5 V -0.1780 0.1078 -0.8265  0.173
6 N -1.1826 1.6016 -1.2358  0.945
7 N 1.4045 0.2194 -1.7595  0.712
8 C -2.4930 1.9353 -0.6002  1.128
9 C 2.2996 -0.8250 -2.3178  0.612
10 C -3.6101 1.4037 -1.4940  -1.428
11 C -2.6344 3.4375 -0.3681  -1.735
12 C -2.5990 1.2378 0.7511  -1.773
13 C 2.9076 -0.3544 -3.6474  -1.500
14 C 3.4022 -1.1615 -1.3073  -1.565
15 C 1.4963 -2.0957 -2.5628  -1.249
16 H -3.5820 1.8373 -2.5022  0.370
17 H -4.5905 1.6359 -1.0582  0.437
18 H -3.5421 0.3104 -1.5907  0.259
19 H -1.8027 3.8226 0.2349  0.397
20 H -3.5595 3.6347 0.1849  0.466
21 H -2.6913 4.0171 -1.2953  0.411
22 H -2.6057 0.1442 0.6551  0.208
23 H -3.5417 1.5354 1.2342  0.539
24 H -1.7661 1.5094 1.4101  0.453
25 H 2.1352 -0.0592 -4.3825  0.266
26 H 3.4833 -1.1735 -4.1010  0.455
27 H 3.5849 0.5026 -3.5204  0.376
28 H 4.0781 -0.3189 -1.1269  0.450
29 H 4.0094 -1.9944 -1.6859  0.475
30 H 2.9608 -1.4723 -0.3507  0.338
31 H 0.9434 -2.4129 -1.6734  0.278
32 H 2.1964 -2.8969 -2.8248  0.502
33 H 0.8006 -2.0219 -3.4110  0.134
34 C 2.0546 1.4793 -1.3771  -1.114
35 H 1.4371 2.0008 -0.6285  0.299
36 H 3.0494 1.3325 -0.9327  0.401
37 H 2.1865 2.1377 -2.2544  0.414
38 C -0.8273 2.4192 -2.4252  -1.597
39 H -0.5492 3.4453 -2.1427  0.362
40 H 0.0618 2.0190 -2.9558  0.493
41 H -1.6766 2.4968 -3.1361  0.386
42 C 1.9253 -0.7078 4.8551  -0.937
43 Si 0.4137 -1.3823 3.9662  -0.125
44 C 0.5383 -3.2560 3.8814  -0.940
45 C -1.1273 -0.9695 4.9659  -0.949
46 C 0.2460 -0.7473 2.2291  0.345
47 C 0.1106 -0.3712 1.0348  0.020
48 H 1.9398 -1.1429 5.8658  0.297
49 H 1.9226 0.3852 4.9596  0.346
50 H 2.8634 -0.9842 4.3553  0.329
51 H 0.6188 -3.6865 4.8893  0.315
52 H -0.3507 -3.6804 3.3945  0.322
53 H 1.4142 -3.5718 3.2996  0.324
54 H -1.3048 0.1113 5.0442  0.344
55 H -2.0213 -1.4167 4.5090  0.308
56 H -1.0316 -1.3718 5.9849  0.322

=====

Computed, not measured: a 3-piece molecular cluster, C16H33NO9S overall, with ωB97M-V with the def2-TZVPD basis set.

The calculation puts the total energy at -1759.29184 Eh. The value obtained for the frontier orbital gap is 0.326 Eh.

Last column: Mulliken charge in e.
Geometry (Å):
1 N -1.7984 -4.4333 1.5379  -0.692
2 C -1.1521 -4.0576 0.1898  -0.396
3 C -0.3697 -2.5840 0.3064  -0.274
4 C -1.4319 -1.4516 -0.2190  -0.260
5 C -1.3985 -0.0314 0.5991  -0.509
6 O -1.8245 -0.1087 2.0051  -0.279
7 S -2.0671 1.4800 2.6605  0.581
8 O -1.4487 2.5622 1.7062  -0.549
9 O -1.1837 1.6440 4.1120  -0.271
10 C -1.3785 2.9608 4.7395  -0.354
11 C -0.1894 3.0969 5.9022  -0.507
12 C 0.8774 4.2199 5.3651  -0.352
13 C 2.0251 4.6608 6.4573  0.259
14 O 1.7079 5.4808 7.4934  -0.493
15 O 3.4463 4.2168 6.3105  -0.449
16 H -2.4357 -5.2361 1.2758  0.278
17 H -1.0449 -4.9016 2.1259  0.248
18 H -0.3568 -4.8655 -0.1085  0.220
19 H -1.9820 -4.0123 -0.6500  0.325
20 H 0.5237 -2.6615 -0.4780  0.143
21 H 0.0174 -2.4365 1.4007  0.299
22 H -2.5367 -1.8372 -0.2153  0.500
23 H -1.1326 -1.2156 -1.3502  -0.104
24 H -0.3423 0.4946 0.4721  0.282
25 H -2.1797 0.6843 0.0490  0.261
26 H -2.3991 3.0706 5.3308  0.235
27 H -1.2808 3.8619 3.9880  0.380
28 H 0.2698 2.0198 6.0502  0.281
29 H -0.5990 3.4468 6.9411  0.312
30 H 1.3525 3.7779 4.3661  0.252
31 H 0.2448 5.2005 5.1379  0.342
32 H 3.8744 4.9053 5.6971  0.342
33 O 0.9632 -0.0636 -1.1586  -0.526
34 C 1.8866 0.6528 -1.5369  0.826
35 O 2.9034 0.9590 -0.7003  -0.372
36 C 4.1204 1.6165 -1.1002  -0.413
37 C 3.9515 3.1227 -1.0839  -0.957
38 C 1.8594 1.2812 -2.8999  -1.024
39 H 4.4728 1.2421 -2.0642  0.375
40 H 4.8803 1.3344 -0.3634  0.303
41 H 3.1907 3.4511 -1.7982  0.270
42 H 4.8952 3.6193 -1.3318  0.364
43 H 3.6240 3.4621 -0.0949  0.285
44 H 1.2781 2.2048 -2.8591  0.257
45 H 1.3786 0.5821 -3.5946  0.249
46 H 2.8475 1.4836 -3.3116  0.342
47 O -1.5540 -4.6923 -2.3875  -0.586
48 C -1.5219 -3.9640 -3.3762  0.908
49 O -2.3351 -2.8874 -3.4610  -0.339
50 C -2.2369 -1.8671 -4.4723  -0.285
51 C -3.0054 -2.2640 -5.7170  -1.161
52 C -0.6518 -4.3055 -4.5509  -1.211
53 H -1.1938 -1.6186 -4.6821  0.297
54 H -2.6890 -0.9651 -4.0459  0.385
55 H -2.5957 -3.1706 -6.1721  0.274
56 H -2.9766 -1.4609 -6.4605  0.379
57 H -4.0513 -2.4789 -5.4708  0.315
58 H -1.1798 -5.0097 -5.1974  0.294
59 H 0.2658 -4.7757 -4.1778  0.317
60 H -0.3330 -3.4392 -5.1295  0.384

=====

Look up the total energy of the third one. -2701.82265 Eh

=====

Which formula does entry 4 have? C16H33NO9S